This record from OMol25 describes a cluster of 12 separate species, C39H77BBr23N4O in total in a non-equilibrium geometry. The level of theory is ωB97M-V with the def2-TZVPD basis set.

- largest force on an atom (hartree/bohr) = 0.047
- charge = +1
- relative energy (zero: lowest compared OMol25 entry of this formula, charge and spin) (kcal per mole) = 0.0
- gap between HOMO and LUMO (eV) = 8.988
- HOMO (eV) = -10.84

Each line ends with the Mulliken charge.
Positions of all 145 atoms, in Å:
C 8.087 1.914 2.282  -0.76
C 7.031 1.084 2.245  -0.52
C 5.968 1.105 1.194  -0.54
C 6.130 0.053 0.028  3.00
C 6.524 0.806 -1.263  -1.17
C 7.810 1.626 -1.193  -0.10
C 9.091 0.979 -1.670  -1.22
N 7.868 2.839 -0.815  -0.65
C 7.239 -0.932 0.396  -3.65
C 7.354 -2.113 -0.612  0.71
B 8.478 -3.086 -0.004  0.49
N 8.312 -3.837 1.220  -0.55
O 9.694 -3.218 -0.640  -0.60
C 5.991 -2.819 -0.545  -2.15
C 4.826 -1.921 -0.956  0.59
C 4.632 -1.663 -2.473  -1.32
C 5.400 -2.611 -3.382  -0.04
C 4.760 -4.000 -3.448  -1.05
Br 5.352 -1.814 -5.186  -0.12
N 4.798 -0.663 -0.119  0.52
C 3.674 0.228 -0.519  -0.67
C 2.318 -0.487 -0.469  0.44
C 2.050 -1.235 0.803  -1.16
N 1.491 -0.392 -1.423  -0.77
H 7.959 2.974 2.070  -0.12
H 9.076 1.574 2.576  0.29
H 6.944 0.332 3.029  0.45
H 5.792 2.104 0.796  0.09
H 5.021 0.843 1.695  0.59
H 5.736 1.467 -1.628  0.70
H 6.685 0.069 -2.051  0.23
H 9.692 1.734 -2.170  0.48
H 9.634 0.495 -0.859  0.23
H 8.841 0.215 -2.410  0.29
H 6.941 3.183 -0.557  0.29
H 6.986 -1.415 1.343  0.90
H 8.204 -0.441 0.438  0.22
H 7.627 -1.767 -1.608  0.02
H 7.668 -3.434 1.890  0.26
H 8.109 -4.821 1.091  0.27
H 9.619 -3.400 -1.584  0.31
H 5.827 -3.037 0.516  0.52
H 5.932 -3.776 -1.059  0.49
H 3.948 -2.497 -0.656  0.71
H 3.575 -1.820 -2.699  0.42
H 4.843 -0.639 -2.770  0.54
H 6.461 -2.689 -3.168  0.25
H 4.268 -4.247 -2.509  0.01
H 4.060 -4.042 -4.281  0.54
H 5.528 -4.738 -3.686  0.34
H 4.579 -0.964 0.838  0.78
H 3.816 0.633 -1.515  0.50
H 3.587 1.079 0.158  0.76
H 2.831 -1.030 1.535  0.01
H 2.035 -2.313 0.634  0.37
H 1.110 -0.932 1.265  0.41
H 1.911 0.166 -2.176  -0.01
Br -0.006 1.244 2.512  -0.10
C -1.590 1.828 1.536  -0.62
C -2.875 1.362 2.159  -0.62
Br -3.237 -0.511 1.783  -0.11
H -1.472 1.475 0.516  0.35
H -1.536 2.914 1.552  0.37
H -3.710 1.903 1.719  0.40
H -2.895 1.479 3.237  0.38
Br 0.313 3.808 -1.409  -0.14
C 0.343 4.115 -3.333  -0.59
C 0.122 2.817 -4.063  -0.66
Br 1.737 1.732 -4.032  -0.07
H 1.291 4.584 -3.573  0.37
H -0.468 4.812 -3.533  0.42
H -0.090 2.977 -5.118  0.30
H -0.670 2.220 -3.624  0.40
Br -5.535 -3.800 3.311  -0.14
C -6.714 -3.878 1.766  -0.59
C -6.709 -2.581 1.001  -0.43
Br -7.734 -1.199 1.902  -0.06
H -7.698 -4.144 2.137  0.38
H -6.329 -4.684 1.145  0.35
H -7.186 -2.710 0.032  0.36
H -5.709 -2.182 0.863  0.13
Br 2.215 2.157 -8.468  -0.12
C 2.135 0.386 -7.670  -0.20
C 0.852 -0.326 -8.005  -0.59
Br -0.651 0.370 -6.984  -0.09
H 2.265 0.522 -6.602  -0.09
H 2.986 -0.157 -8.077  0.35
H 0.924 -1.377 -7.737  0.36
H 0.582 -0.237 -9.052  0.38
Br -9.562 2.283 -0.051  -0.17
C -10.492 2.766 1.589  -0.58
C -10.838 1.553 2.408  0.56
Br -12.354 0.581 1.666  -0.10
H -11.366 3.338 1.298  0.35
H -9.804 3.406 2.137  0.36
H -11.144 1.852 3.409  -0.32
H -10.019 0.845 2.479  -0.14
Br -4.018 1.619 -5.546  -0.15
C -4.135 2.436 -7.310  -0.55
C -5.110 1.710 -8.197  -0.58
Br -4.377 0.037 -8.861  -0.13
H -3.128 2.448 -7.716  0.31
H -4.469 3.457 -7.134  0.36
H -5.328 2.304 -9.082  0.35
H -6.035 1.466 -7.686  0.37
Br -11.450 4.367 5.307  -0.11
C -12.804 3.015 5.682  -0.40
C -12.516 2.280 6.961  -0.57
Br -11.082 0.985 6.731  -0.15
H -12.842 2.361 4.818  0.26
H -13.737 3.565 5.757  0.17
H -13.386 1.700 7.264  0.36
H -12.218 2.941 7.768  0.41
Br -14.973 4.003 3.213  -0.09
C -16.893 3.787 3.423  -0.55
C -17.243 3.343 4.817  -0.65
Br -16.829 1.464 5.104  -0.12
H -17.212 3.084 2.660  0.38
H -17.324 4.764 3.217  0.34
H -18.313 3.438 4.990  0.37
H -16.703 3.900 5.577  0.36
Br 2.795 -4.751 6.554  -0.14
C 1.748 -3.203 6.024  -0.63
C 1.906 -2.902 4.558  -0.58
Br 3.627 -2.059 4.200  -0.09
H 2.062 -2.378 6.655  0.37
H 0.713 -3.458 6.244  0.39
H 1.156 -2.185 4.230  0.29
H 1.854 -3.791 3.937  0.41
Br 6.329 4.713 2.125  -0.07
C 5.184 5.450 3.515  -0.59
C 5.078 4.500 4.678  -0.65
Br 3.912 2.994 4.269  -0.11
H 4.225 5.660 3.055  0.38
H 5.653 6.383 3.820  0.38
H 4.626 4.996 5.534  0.37
H 6.037 4.082 4.964  0.36
Br 3.770 -6.263 -0.367  -0.10
C 2.314 -7.462 -0.851  -0.57
C 2.149 -7.547 -2.344  -0.61
Br 1.296 -5.952 -3.061  -0.13
H 1.426 -7.091 -0.350  0.38
H 2.586 -8.431 -0.439  0.34
H 1.493 -8.374 -2.606  0.38
H 3.095 -7.656 -2.863  0.36



This record from OMol25 describes a cluster of 14 separate species, C39H77Cl10N9O11 in total in a non-equilibrium geometry. The level of theory is ωB97M-V with the def2-TZVPD basis set.

- largest force on an atom (hartree/bohr) = 0.074
- charge = -2
- gap between HOMO and LUMO (eV) = 3.799
- HOMO (eV) = -0.92

Each line ends with the Mulliken charge.
Positions of all 146 atoms, in Å:
C 12.628 -1.440 -38.459  -0.98
C 11.223 -1.153 -39.020  -0.67
N 10.665 0.126 -38.588  0.35
C 11.045 1.343 -39.072  -0.53
C 10.313 2.319 -38.466  -0.74
N 9.588 1.650 -37.505  1.08
C 9.642 0.321 -37.732  -0.40
C 8.554 2.236 -36.700  -1.20
H 12.965 -2.417 -38.812  0.42
H 12.721 -1.406 -37.377  0.24
H 13.374 -0.765 -38.881  0.29
H 10.529 -1.887 -38.604  0.31
H 11.088 -1.255 -40.095  0.38
H 11.823 1.433 -39.810  0.40
H 10.274 3.411 -38.442  0.46
H 8.982 -0.417 -37.313  0.48
H 7.732 1.519 -36.697  0.48
H 8.220 3.237 -36.954  -0.19
H 8.828 2.346 -35.646  0.31
C 9.633 6.617 -29.701  -1.04
C 9.191 7.749 -30.602  -0.37
N 9.274 7.303 -31.980  1.38
C 10.329 7.577 -32.853  -1.41
C 9.919 7.195 -34.094  -0.70
N 8.632 6.659 -33.946  1.13
C 8.255 6.805 -32.671  -0.79
C 7.916 5.934 -34.980  0.24
H 9.715 6.990 -28.670  0.40
H 10.633 6.253 -29.923  -0.06
H 8.802 5.927 -29.567  0.30
H 9.859 8.589 -30.408  0.13
H 8.190 8.089 -30.331  0.06
H 11.178 8.163 -32.546  0.87
H 10.348 7.326 -35.087  0.61
H 7.223 6.652 -32.310  0.34
H 7.997 6.493 -35.907  -0.41
H 6.861 5.844 -34.713  0.30
H 8.351 4.943 -35.100  0.05
C 11.252 5.854 -37.409  -0.58
O 11.756 6.892 -36.846  -0.69
O 12.040 4.923 -37.837  -0.87
O 9.965 5.694 -37.496  0.09
C 4.885 7.301 -32.261  0.52
O 5.042 6.413 -33.184  -0.68
O 5.819 7.576 -31.366  -0.72
O 3.743 7.861 -32.066  -0.92
Cl 6.484 3.909 -29.863  -0.30
C 5.730 4.298 -31.478  0.17
C 6.635 3.842 -32.613  0.54
Cl 6.898 2.074 -32.617  -0.28
H 5.631 5.383 -31.610  -0.30
H 4.802 3.742 -31.534  0.50
H 7.580 4.362 -32.752  -0.29
H 6.062 4.061 -33.517  0.05
Cl 9.407 10.453 -36.128  -0.08
C 9.818 9.641 -37.646  0.09
C 8.641 8.807 -38.109  0.71
Cl 7.627 9.729 -39.256  -0.25
H 10.664 8.949 -37.549  -0.56
H 10.238 10.388 -38.319  0.61
H 8.032 8.510 -37.263  -0.55
H 8.994 7.988 -38.730  0.01
Cl 13.405 11.481 -35.810  -0.25
C 13.029 9.745 -35.817  0.60
C 14.235 8.866 -35.696  0.06
Cl 15.149 9.020 -34.182  -0.21
H 12.536 9.551 -36.762  -0.18
H 12.413 9.521 -34.947  -0.15
H 14.957 9.073 -36.486  0.55
H 13.949 7.824 -35.828  -0.41
Cl 2.428 7.751 -36.960  -0.30
C 3.755 7.314 -35.806  0.02
C 4.910 8.304 -35.908  1.08
Cl 4.359 9.999 -35.874  -0.22
H 4.137 6.327 -36.006  0.09
H 3.359 7.328 -34.790  0.24
H 5.505 8.227 -36.819  -0.13
H 5.564 8.203 -35.043  -0.87
Cl 6.161 4.932 -37.162  -0.15
C 6.288 5.509 -38.839  -0.28
C 7.358 4.677 -39.538  0.25
Cl 7.010 2.914 -39.421  -0.22
H 6.564 6.564 -38.880  -0.10
H 5.327 5.485 -39.353  0.51
H 8.308 4.751 -39.002  -0.49
H 7.522 5.020 -40.558  0.55
C 6.941 11.252 -31.464  -0.42
O 6.104 10.510 -31.023  -0.45
N 7.613 11.078 -32.621  0.39
C 8.721 11.941 -32.961  -0.89
C 7.443 9.894 -33.473  0.40
H 7.294 12.173 -30.961  0.36
H 8.562 12.964 -32.619  0.37
H 8.689 12.034 -34.049  0.30
H 9.697 11.542 -32.669  0.26
H 8.492 9.599 -33.575  -0.23
H 6.697 9.257 -32.984  -0.36
H 7.109 10.123 -34.488  0.28
C 7.973 12.084 -26.942  0.16
O 7.124 12.100 -26.074  -0.60
N 8.293 10.951 -27.627  0.18
C 9.305 10.954 -28.657  -0.74
C 7.697 9.665 -27.329  -0.94
H 8.537 12.957 -27.306  0.31
H 10.010 11.778 -28.546  0.47
H 8.838 10.936 -29.646  0.10
H 9.922 10.052 -28.638  0.22
H 8.418 8.873 -27.119  0.26
H 7.058 9.664 -26.449  0.30
H 7.049 9.416 -28.174  0.39
C 11.986 2.497 -36.860  -0.33
O 12.348 1.388 -37.269  -0.74
N 11.384 2.613 -35.651  0.63
C 10.857 3.895 -35.214  1.92
C 11.067 1.479 -34.802  -1.13
H 12.025 3.484 -37.361  0.87
H 9.766 3.809 -35.176  -0.81
H 11.098 4.737 -35.866  -0.98
H 11.215 4.139 -34.214  -0.54
H 11.265 1.746 -33.764  0.36
H 10.008 1.260 -34.961  0.37
H 11.705 0.639 -35.061  0.27
C 14.591 5.379 -36.066  0.76
O 15.589 4.919 -36.604  -0.73
N 14.411 5.444 -34.722  0.38
C 13.241 6.057 -34.117  0.06
C 15.485 4.983 -33.876  -1.16
H 13.762 5.810 -36.658  0.02
H 12.615 6.429 -34.934  -0.65
H 13.551 6.971 -33.596  0.32
H 12.704 5.383 -33.455  0.15
H 15.744 5.753 -33.142  0.28
H 15.191 4.090 -33.311  0.31
H 16.389 4.700 -34.406  0.40
C 13.742 8.043 -30.113  0.01
O 12.996 8.192 -31.058  -0.43
N 13.933 6.839 -29.522  0.27
C 14.749 6.682 -28.331  -0.97
C 13.396 5.581 -29.993  -0.82
H 14.247 8.889 -29.629  0.31
H 15.306 7.580 -28.067  0.31
H 15.497 5.906 -28.514  0.31
H 14.111 6.380 -27.498  0.33
H 12.655 5.214 -29.274  0.38
H 12.872 5.669 -30.941  -0.03
H 14.171 4.816 -30.029  0.42



This record from OMol25 describes a cluster of 11 separate species, C39H78BClIN12O24 in total in a non-equilibrium geometry. The level of theory is ωB97M-V with the def2-TZVPD basis set.

- largest force on an atom (hartree/bohr) = 0.030
- charge = +1
- gap between HOMO and LUMO (eV) = 8.324
- HOMO (eV) = -12.04

Each line ends with the Mulliken charge.
Positions of all 156 atoms, in Å:
C 3.464 -5.063 0.171  -1.50
C 2.473 -3.901 0.036  0.49
C 2.855 -2.867 -1.028  -0.43
C 4.314 -2.436 -1.073  -1.01
C 4.752 -1.661 0.192  -0.73
C 4.184 -0.240 0.117  0.72
C 4.762 0.737 1.154  -1.64
C 3.978 0.795 2.479  -1.01
C 2.468 1.003 2.309  1.32
C 1.907 2.253 3.038  -1.17
C 0.389 2.086 3.218  -0.90
C -0.438 2.611 2.056  -1.06
C -0.337 1.712 0.770  0.17
C -1.650 1.467 0.105  0.59
C -2.054 2.200 -1.017  0.79
C -1.222 3.318 -1.593  -1.54
C -1.492 4.604 -0.828  0.67
O -2.546 4.903 -0.413  -0.45
Cl -0.116 5.702 -0.591  -0.23
C -3.305 1.922 -1.600  0.72
C -3.832 2.694 -2.781  -0.09
O -4.718 3.461 -2.687  -0.50
O -3.263 2.416 -3.977  -0.51
C -4.112 0.917 -1.062  -0.22
N -5.378 0.662 -1.624  -0.55
C -5.402 0.066 -2.767  0.97
C -6.540 0.405 -3.692  -1.19
C -4.351 -0.911 -3.225  -1.41
C -3.671 0.209 0.066  0.86
C -4.535 -0.859 0.649  -1.58
C -5.689 -0.281 1.526  -0.46
C -5.499 1.160 1.982  -1.16
I -6.116 -1.581 3.171  0.07
N -2.476 0.513 0.612  0.73
B -2.022 -0.263 1.873  0.29
O -2.314 0.383 3.015  -0.82
C -1.286 -1.641 1.808  -0.55
C -0.188 -1.764 0.715  0.09
H 2.972 -5.961 0.525  0.23
H 4.296 -4.761 0.805  0.28
H 3.890 -5.252 -0.816  0.36
H 1.509 -4.351 -0.210  0.17
H 2.343 -3.391 0.993  0.20
H 2.560 -3.269 -2.000  0.48
H 2.218 -1.994 -0.869  -0.25
H 4.389 -1.741 -1.914  0.60
H 5.004 -3.243 -1.309  0.32
H 4.256 -2.141 1.038  0.33
H 5.836 -1.687 0.259  0.38
H 3.101 -0.330 0.181  -0.58
H 4.419 0.159 -0.871  0.27
H 4.833 1.736 0.719  0.43
H 5.778 0.417 1.392  0.42
H 4.391 1.613 3.051  0.60
H 4.145 -0.146 2.993  0.33
H 2.225 1.123 1.253  -0.45
H 1.935 0.143 2.717  0.11
H 2.414 2.364 3.992  0.44
H 2.114 3.098 2.380  0.29
H 0.103 2.668 4.097  0.50
H 0.163 1.040 3.418  0.32
H -1.492 2.717 2.308  0.42
H -0.068 3.598 1.780  0.72
H 0.336 2.242 0.107  0.43
H 0.171 0.772 0.982  -1.08
H -0.155 3.117 -1.597  0.03
H -1.477 3.544 -2.627  0.92
H -2.432 1.946 -3.820  0.53
H -6.383 -0.096 -4.638  0.40
H -7.475 0.123 -3.210  0.32
H -6.541 1.486 -3.778  0.22
H -3.407 -0.432 -3.489  0.23
H -4.155 -1.679 -2.479  0.28
H -4.711 -1.394 -4.128  0.51
H -5.030 -1.341 -0.190  0.48
H -3.978 -1.642 1.156  0.41
H -6.583 -0.282 0.913  0.56
H -6.380 1.430 2.562  0.55
H -5.504 1.841 1.132  0.20
H -4.639 1.302 2.632  0.24
H -2.366 -0.256 3.741  0.31
H -1.986 -2.476 1.734  0.29
H -0.791 -1.770 2.774  0.39
H 0.768 -1.414 1.098  -0.22
H -0.477 -1.222 -0.184  0.19
H -0.055 -2.818 0.493  0.09
C 2.226 3.293 -3.652  -0.50
N 2.713 1.892 -3.549  0.88
O 3.332 1.419 -4.469  -0.53
O 2.427 1.326 -2.508  -0.46
H 2.517 3.717 -4.605  0.32
H 1.146 3.250 -3.557  0.03
H 2.669 3.843 -2.826  0.29
C 4.175 -8.689 -1.756  -0.68
N 2.996 -8.179 -1.008  0.93
O 2.177 -7.527 -1.627  -0.53
O 2.933 -8.444 0.175  -0.53
H 4.093 -8.370 -2.787  0.27
H 5.059 -8.277 -1.293  0.23
H 4.165 -9.772 -1.678  0.33
C -0.983 9.038 0.788  -0.51
N -0.068 10.066 1.360  0.90
O 0.642 9.734 2.290  -0.56
O -0.096 11.165 0.855  -0.52
H -0.842 8.115 1.339  0.25
H -1.991 9.405 0.897  0.18
H -0.723 8.915 -0.256  0.27
C 8.967 -7.348 -1.054  -0.68
N 7.705 -8.067 -1.366  0.89
O 7.486 -9.117 -0.801  -0.52
O 6.959 -7.552 -2.181  -0.54
H 9.514 -7.924 -0.316  0.34
H 9.529 -7.255 -1.977  0.34
H 8.698 -6.371 -0.664  0.23
C 10.158 -4.112 -4.730  -0.73
N 10.313 -5.543 -4.355  0.88
O 10.904 -6.270 -5.116  -0.52
O 9.825 -5.887 -3.291  -0.56
H 10.636 -3.957 -5.690  0.30
H 9.093 -3.904 -4.782  0.29
H 10.632 -3.519 -3.954  0.29
C -0.294 -6.651 0.976  -0.82
N -1.013 -5.520 1.629  0.98
O -0.409 -4.857 2.448  -0.50
O -2.163 -5.326 1.290  -0.59
H 0.713 -6.699 1.371  0.29
H -0.843 -7.561 1.199  0.35
H -0.282 -6.456 -0.092  0.32
C 4.857 0.429 7.311  -0.80
N 4.380 0.531 5.903  0.89
O 3.231 0.208 5.668  -0.51
O 5.174 0.932 5.080  -0.51
H 4.043 0.060 7.923  0.31
H 5.698 -0.257 7.320  0.30
H 5.164 1.423 7.621  0.30
C -8.245 -0.105 5.820  -0.75
N -9.318 -0.088 6.854  0.87
O -10.415 0.302 6.519  -0.52
O -9.009 -0.470 7.962  -0.52
H -8.659 0.258 4.887  0.33
H -7.445 0.540 6.172  0.30
H -7.904 -1.129 5.724  0.25
C -7.309 3.940 -5.962  -0.64
N -8.365 2.890 -6.019  0.89
O -8.062 1.761 -5.677  -0.52
O -9.457 3.235 -6.403  -0.53
H -6.391 3.489 -5.602  0.19
H -7.187 4.331 -6.967  0.31
H -7.657 4.713 -5.284  0.29
C -5.325 9.655 -0.896  -0.75
N -3.904 10.065 -0.724  0.83
O -3.039 9.334 -1.172  -0.49
O -3.700 11.105 -0.140  -0.47
H -5.347 8.712 -1.430  0.30
H -5.758 9.557 0.094  0.30
H -5.821 10.438 -1.460  0.29



no.,DFT total energy (eV)
1,-1661349.83260
2,-202849.38217
3,-129997.27841